60
Properties=species:S:1:pos:R:3:forces:R:3 method="wB97M-V/def2-TZVPD" lumo_energy_ev=-7.89 relative_energy_ev=2.021 charge=+2
Pt -0.190 -0.277 -0.067 1.5 -1.8 -0.2
N -2.132 3.334 -1.244 -0.1 -0.3 0.5
C -1.310 3.382 -2.326 0.6 -0.2 -0.5
C -0.511 2.272 -2.262 -0.2 0.6 -0.4
N -0.837 1.565 -1.158 -0.8 -0.5 0.2
C -1.825 2.218 -0.546 0.4 0.2 -0.7
C -2.364 1.690 0.674 -0.3 -0.6 0.9
N -1.854 0.566 1.183 -0.2 0.8 -0.2
C -2.527 0.309 2.333 -0.5 0.4 0.3
C -3.456 1.292 2.532 0.1 -0.6 0.4
N -3.345 2.151 1.482 0.2 0.2 -0.5
H -2.831 4.028 -1.024 0.1 -0.1 0.0
H -1.340 4.173 -3.044 -0.1 0.2 -0.1
H 0.259 1.960 -2.937 0.1 -0.1 -0.1
H -2.328 -0.548 2.946 0.1 -0.1 0.1
H -4.152 1.431 3.333 -0.2 0.1 0.1
H -3.918 2.971 1.349 0.1 0.0 0.0
N 3.525 -0.401 2.522 0.3 0.2 -0.1
C 2.298 -0.535 2.033 -0.3 -0.4 1.0
O 2.043 -0.371 0.839 -0.9 -0.1 -1.2
C 1.220 -0.927 3.014 0.0 -0.3 -0.1
I 1.136 -3.086 3.087 0.0 0.4 0.1
H 4.287 -0.160 1.900 -0.1 -0.1 0.1
H 3.735 -0.565 3.495 -0.1 0.0 -0.1
H 0.253 -0.592 2.636 0.2 0.0 0.1
H 1.394 -0.573 4.026 0.0 0.0 0.0
C -2.779 -2.326 -4.938 0.0 0.0 0.0
C -2.896 -1.296 -4.018 -0.1 0.0 0.0
C -2.101 -1.287 -2.886 0.1 0.0 0.2
C -1.172 -2.304 -2.687 0.2 0.4 0.3
C -1.055 -3.340 -3.611 0.1 0.0 0.1
C -1.866 -3.349 -4.732 0.0 0.0 0.0
P -0.179 -2.339 -1.167 0.2 0.7 -0.4
C -0.965 -3.600 -0.127 0.1 0.7 0.3
C -0.787 -4.962 -0.350 0.1 0.1 -0.1
C -1.473 -5.872 0.437 0.0 0.0 -0.1
C -2.319 -5.433 1.443 0.0 0.1 0.0
C -2.501 -4.075 1.660 -0.1 0.0 0.0
C -1.829 -3.160 0.873 0.1 0.1 -0.2
C 1.472 -2.901 -1.620 -0.2 0.3 0.3
C 2.206 -3.719 -0.759 -0.2 0.0 0.0
C 3.485 -4.112 -1.106 0.1 0.0 0.0
C 4.044 -3.679 -2.301 -0.1 0.0 0.1
C 3.326 -2.846 -3.149 0.0 0.1 0.0
C 2.050 -2.441 -2.808 -0.2 0.0 0.1
H -3.399 -2.330 -5.821 -0.1 0.0 -0.1
H -3.609 -0.505 -4.190 -0.1 0.1 0.0
H -2.185 -0.497 -2.147 -0.1 0.0 -0.1
H -0.334 -4.130 -3.452 0.1 -0.1 -0.1
H -1.785 -4.152 -5.448 0.0 -0.1 -0.1
H -0.121 -5.305 -1.128 0.0 -0.1 0.0
H -1.357 -6.930 0.259 0.1 -0.1 0.0
H -2.841 -6.148 2.058 -0.1 -0.1 0.0
H -3.173 -3.743 2.436 -0.1 0.1 0.1
H -1.958 -2.090 1.012 -0.1 -0.1 0.1
H 1.761 -4.062 0.164 0.0 0.0 0.1
H 4.049 -4.750 -0.445 0.0 -0.1 0.1
H 5.042 -3.989 -2.571 0.1 0.0 0.0
H 3.769 -2.510 -4.072 0.0 0.0 -0.1
H 1.485 -1.792 -3.464 0.0 0.0 -0.1